[1]
The following is a quantum chemistry calculation of 8 unconnected molecules or ions with the total composition C14H46N14O10P2S in a non-equilibrium geometry, from the Open Molecules 2025 dataset.

```
87
Properties=species:S:1:pos:R:3
H 2.67 0.18 0.77
H -2.31 -2.44 2.07
O 1.10 -6.49 0.91
C 3.37 -1.10 -2.52
N -0.76 -4.94 5.37
O 2.60 -1.96 -4.68
H 0.03 0.64 4.88
S 2.81 2.24 -1.14
H -3.16 4.79 -0.62
H -1.30 -4.14 5.66
O -3.79 0.42 -3.82
H -4.99 3.80 -3.46
H -1.89 2.33 -2.83
N -5.42 -1.68 2.44
N 1.57 -4.63 -0.28
H 2.23 2.97 2.41
C 3.34 4.64 6.11
C 1.21 1.62 3.55
H 4.25 -1.12 -1.89
H -1.05 1.51 -4.11
H 1.62 -6.27 -2.22
H -0.27 -0.59 -3.32
H 3.89 -2.93 -3.41
H 0.77 1.32 0.60
H 0.60 -6.80 4.38
C -0.90 2.04 -3.17
H 1.26 -7.67 -1.27
H -0.57 -5.66 6.03
N -3.23 -2.41 2.49
C -4.04 -0.03 -2.70
C 0.37 0.09 -2.74
H -5.64 -2.19 3.27
O -0.37 1.13 -2.19
C -4.33 5.33 -2.19
H -5.49 -0.29 -1.22
O 1.66 0.61 3.02
C -0.33 -4.97 4.06
H 1.81 -1.59 -4.29
O -0.59 -4.06 3.29
N 0.30 1.56 4.57
O -3.94 -1.03 0.85
H -6.14 -1.13 2.01
H 1.18 0.42 -3.40
N -5.29 0.06 -2.15
N 2.93 4.59 7.42
H 1.99 3.02 -4.10
H 5.77 -1.99 -4.35
H -5.48 5.41 -3.86
O -4.33 6.53 -1.97
N -4.99 4.78 -3.26
O 2.28 -1.70 -1.78
P 0.98 -0.86 -1.28
C -0.03 3.27 -3.32
P 1.85 0.84 -0.15
H 3.17 -0.05 -2.76
H 4.51 3.65 4.78
H 1.22 3.71 3.59
H -2.19 -0.70 -2.26
C 1.35 -5.96 -0.17
C 0.98 3.20 -4.48
N -3.12 -0.63 -1.91
H -3.66 3.44 -1.57
H 0.73 -6.16 2.77
H 0.76 2.38 -5.16
H 5.16 -0.36 -4.02
H -3.34 -1.01 -1.00
C 3.68 -1.91 -3.75
O 2.94 5.50 5.35
N 1.42 -6.68 -1.33
C -4.18 -1.67 1.87
H 2.31 5.31 7.74
H -0.08 2.37 5.03
H 4.68 -1.17 -5.48
H 1.50 -4.08 0.56
C 4.92 -1.33 -4.44
H 3.24 3.89 8.07
H 1.01 4.12 -5.05
N 0.39 -6.07 3.72
N 4.20 3.64 5.73
H -0.67 4.13 -3.47
H -6.02 0.48 -2.69
N 1.56 2.88 3.16
H -3.40 -2.95 3.31
N -3.67 4.43 -1.40
H 0.53 3.39 -2.40
H 4.52 2.92 6.34
H 1.77 -4.16 -1.15
```

Properties
**Spin multiplicity**: 1
**Net charge**: 0

Löwdin population analysis, charges in e, atoms 1 to 8:
1 H -0.0501
2 H 0.0964
3 O 0.0067
4 C -0.2354
5 N 0.1363
6 O -0.0177
7 H 0.0994
8 S 0.0998

---

[2]
The following is a quantum chemistry calculation of 9 unconnected molecules or ions with the total composition C14H46O9 in a non-equilibrium geometry, from the Open Molecules 2025 dataset.

```
69
Properties=species:S:1:pos:R:3
H -0.17 5.34 3.23
H 1.79 1.68 3.59
H 3.53 1.64 4.25
H 2.00 -0.09 0.05
H 1.20 1.70 -0.26
C 2.76 -0.20 3.27
H -2.20 1.93 -1.78
H 2.96 -3.53 -0.94
H -1.16 -2.35 5.12
H 1.16 0.59 5.32
C 0.40 1.02 0.04
H -2.98 -3.72 -2.03
C 1.04 0.63 -4.59
H 1.78 -0.66 3.09
H -0.52 1.71 -3.41
C -3.40 -2.81 -1.59
H -4.07 -3.15 -0.80
H 0.48 4.07 2.72
C -2.84 2.74 -2.11
H -2.47 3.27 -2.99
H -2.03 -1.18 2.65
H -1.01 2.43 0.95
O 3.55 0.12 -1.25
H -0.92 0.92 1.80
O 2.11 0.74 5.33
H 1.67 -4.07 -2.91
C -0.39 -2.64 2.95
H 3.53 -0.79 3.76
O 1.11 -0.13 0.40
H -1.02 -0.78 -1.29
H -0.33 0.78 -0.74
O -0.23 -4.15 -2.02
H -3.81 -2.28 -2.46
C 1.88 -3.43 -0.84
H -3.83 2.32 -2.32
H -0.51 -3.24 -2.03
H 0.82 -0.22 -3.95
H 1.73 -3.70 0.21
C 2.59 1.12 4.09
H 1.07 2.27 -3.09
H 2.78 1.60 -4.54
C -2.40 -1.90 -0.95
H -2.82 -0.97 -0.56
C 0.44 1.87 -3.89
H 0.55 0.53 -5.56
H 4.10 -0.49 -0.75
O -1.38 -1.47 -1.84
H -1.99 -2.38 -0.05
H 1.89 -2.34 -0.89
H 3.20 0.11 2.32
C -1.23 -1.46 3.35
H -0.44 -0.71 3.40
H 0.10 -2.46 1.99
H 1.41 -5.32 -1.81
H -3.08 3.16 0.05
C -2.93 3.67 -0.90
C 1.16 -4.27 -1.97
O -3.85 4.70 -1.11
H 0.23 2.66 -4.60
O 0.12 4.91 2.43
H -0.95 -3.58 2.98
H 0.39 2.07 1.92
O 2.42 0.79 -4.90
H 4.18 0.73 -1.64
H -3.61 5.40 -0.50
C -0.32 1.63 1.22
O -1.73 -1.75 4.64
H -1.92 4.08 -0.87
H 0.44 -2.75 3.64
```

Properties
**Spin multiplicity**: 1
**Net charge**: 0
**Energy relative to the best compared isomer or geometry (same formula, charge and spin)**: 251.0 kJ/mol

Löwdin population analysis, charges in e, atoms 1 to 8:
1 H 0.0345
2 H 0.0831
3 H 0.1166
4 H 0.0295
5 H 0.1219
6 C -0.0652
7 H 0.0463
8 H 0.0560

---

[3]
The following is a quantum chemistry calculation of 10 unconnected molecules or ions with the total composition C14H48N14O10 in a non-equilibrium geometry, from the Open Molecules 2025 dataset.

```
86
Properties=species:S:1:pos:R:3
H 0.48 1.03 0.07
N 4.79 -1.70 1.01
H 5.57 -1.91 0.42
H -1.66 4.04 -4.33
N 0.42 -2.17 0.25
O 2.19 -0.78 0.51
H 3.84 -1.97 4.08
H -0.31 4.54 -5.32
O -2.38 -1.32 2.93
C 4.96 -1.89 2.37
N 3.41 4.24 0.37
H -1.97 4.11 0.36
H 0.31 6.12 0.93
H -1.12 6.54 0.02
H -2.32 -4.46 2.81
C -0.19 -4.68 -3.06
N -4.98 2.70 1.36
H -0.79 -0.11 -0.32
H -2.64 -1.33 -3.13
H 4.39 4.28 0.57
H 2.94 5.04 -0.02
N 2.21 -6.65 0.97
N -3.49 0.90 1.47
H -1.60 -6.08 -2.54
C -2.53 -2.47 2.50
N 3.24 -4.81 1.94
H -1.17 1.36 -3.46
H -1.81 -2.63 -2.17
H -3.15 0.04 1.92
H -3.07 5.77 1.60
H -2.95 -3.59 0.82
H -0.05 5.30 -0.66
N -0.71 -5.69 -2.29
H -2.21 -3.46 4.26
N 0.83 -3.97 -2.47
C -2.20 5.32 2.06
O 1.58 3.05 -0.25
H -1.14 2.95 -5.56
N -2.39 -3.58 3.28
N 3.82 -1.64 3.13
H -2.57 4.58 2.78
C -0.76 3.68 -4.84
H 2.98 -1.35 2.66
H 4.37 2.07 0.95
H 0.91 2.48 -4.36
N -2.75 -2.67 1.16
O -2.38 -0.90 -1.13
H -0.14 -6.11 -1.58
H 1.22 -3.25 -3.04
H -0.96 -1.17 -2.62
H 1.11 -4.23 -1.52
H 3.94 -1.26 0.64
O -0.48 3.69 1.63
H 0.01 1.62 -2.16
C -0.64 2.12 -2.86
H -1.68 6.06 2.68
H 3.55 -3.85 1.89
O -4.78 1.51 3.28
H -2.82 -1.82 0.61
H -1.43 2.69 -2.37
H -0.56 -2.36 0.23
O 6.03 -2.26 2.86
H -3.09 -0.29 -1.34
C -1.93 -1.57 -2.34
C -0.45 5.71 0.26
H -4.72 2.86 0.41
H 1.43 -7.03 0.47
C -1.31 4.70 1.02
H 3.30 -5.36 2.77
O -0.65 -4.34 -4.16
H -3.06 1.38 0.71
H 3.00 1.03 0.66
H 0.11 3.32 0.95
O 2.05 -4.57 0.00
H 1.08 -2.94 0.37
C 2.41 -5.29 0.95
C 0.95 -0.93 0.37
H -5.72 3.23 1.79
C 0.14 3.02 -3.81
H 2.53 -7.19 1.75
C -4.44 1.68 2.12
C 2.74 3.05 0.25
O 0.73 4.07 -3.02
H 1.03 3.71 -2.17
N 0.09 0.10 0.15
N 3.44 1.94 0.61
```

Properties
**Spin multiplicity**: 1
**Net charge**: 0
**Energy relative to the best compared isomer or geometry (same formula, charge and spin)**: 0.0 kJ/mol

Löwdin population analysis, charges in e, atoms 1 to 8:
1 H 0.0712
2 N 0.1508
3 H 0.1010
4 H 0.0800
5 N 0.1964
6 O -0.0607
7 H 0.0991
8 H 0.0793

---

[4]
The following is a quantum chemistry calculation of 10 unconnected molecules or ions with the total composition C14H48O17 in a non-equilibrium geometry, from the Open Molecules 2025 dataset.

```
79
Properties=species:S:1:pos:R:3
C -1.86 -1.55 5.66
O -1.99 -2.88 6.07
H 0.38 3.25 2.23
O -2.42 -7.21 1.44
H -2.04 2.03 -7.00
C -3.52 -5.06 1.33
H 1.32 2.93 -2.91
H -0.01 -1.96 4.27
C -1.06 -1.50 4.32
H 1.69 2.47 0.26
H -1.16 -1.05 6.32
H -0.22 4.51 -2.97
C -1.07 1.75 -6.61
H -2.52 -3.46 0.91
O -0.70 0.66 -7.48
H -0.18 1.24 0.85
H 0.44 3.25 -4.88
O 1.61 3.70 -2.47
H 0.99 5.54 -2.41
H 2.25 5.50 -4.65
H 3.35 -0.57 2.30
H -4.39 -5.52 0.82
H -0.52 -2.77 -0.04
H 2.71 -0.31 -1.34
O 1.55 1.65 2.40
C 0.88 4.73 -3.07
H -1.76 -2.81 -1.59
H 0.24 0.62 -7.73
H 2.50 1.51 2.52
C 2.89 -2.22 3.63
H 2.87 1.08 -0.80
H -1.49 -5.49 1.76
C -0.82 0.65 0.19
H -0.19 2.81 -1.30
H -1.18 -3.07 6.56
H 3.47 3.66 -0.25
H -1.12 -0.22 2.97
H -0.31 2.45 -6.72
O -0.80 -0.21 3.94
H 0.02 0.81 -5.04
H 3.65 -2.76 3.04
O 3.54 -1.59 4.68
H 1.81 -1.12 0.83
C 1.78 3.35 0.80
H -2.16 0.77 -1.49
C -2.21 -5.84 1.13
O 2.54 0.23 -0.54
H -2.22 2.34 -0.54
O 3.18 3.82 0.69
O -0.68 2.04 -1.72
H -1.95 -5.57 0.11
H -1.72 0.72 -4.72
C 2.47 -1.13 2.63
C 1.27 4.99 -4.54
H 0.46 5.55 -5.05
H -2.76 -0.90 5.62
C 1.47 2.98 2.22
O -1.23 -2.12 -1.24
H 0.55 -2.98 1.00
O -0.36 -3.23 0.83
O 1.30 3.67 -5.17
H 2.03 -2.85 3.92
H 1.90 3.52 3.07
H -1.12 2.44 -3.62
H -0.13 -0.07 -0.24
O -3.46 -3.71 1.04
C -1.56 1.44 -0.87
C -0.93 1.31 -5.13
H 4.48 -1.60 4.52
H -3.97 -5.09 2.36
H -1.94 -0.87 0.27
O -0.97 2.53 -4.53
H -1.62 -1.77 3.46
H -0.86 -1.59 -1.94
O 1.88 -1.74 1.53
H 1.78 -0.56 3.30
O -1.71 -0.15 0.86
H 1.16 4.23 0.50
H -1.51 -7.59 1.43
```

Properties
**Spin multiplicity**: 1
**Net charge**: 0
**Energy relative to the best compared isomer or geometry (same formula, charge and spin)**: 637.0 kJ/mol

Löwdin population analysis, charges in e, atoms 1 to 8:
1 C -0.2337
2 O -0.0634
3 H 0.1357
4 O -0.0594
5 H 0.1298
6 C -0.2702
7 H 0.0381
8 H 0.1272

---

[5]
The following is a quantum chemistry calculation of a molecular structure, C14H50B2In2O14 in a non-equilibrium geometry, from the Open Molecules 2025 dataset.

```
82
Properties=species:S:1:pos:R:3
H -1.84 -0.11 -2.93
H 4.85 -1.29 -0.43
C 1.05 -2.05 -3.71
O 1.31 2.44 2.16
C 3.36 1.53 -0.58
H -4.41 -1.89 3.95
O 1.50 -0.87 -3.04
C 0.78 -3.60 0.93
H -0.51 0.17 -1.34
H -2.54 3.27 1.77
O -2.12 2.86 0.99
H -2.09 -2.16 2.95
H 0.41 2.23 2.45
H 1.26 4.65 0.62
H -1.04 1.09 1.68
H -0.16 2.72 -0.49
H 0.25 -4.55 0.91
C 1.98 4.74 1.43
In -2.99 0.44 0.43
O 4.13 -0.66 -0.31
O -2.76 -2.31 1.13
O 0.42 -2.74 2.00
C 1.75 -3.31 -3.30
O -4.00 -0.44 2.56
H 3.36 2.66 1.04
H -0.55 -0.66 2.30
C -4.22 -1.83 2.88
H 2.14 3.88 3.41
H 3.76 -2.38 0.97
H 3.53 2.49 -1.08
H -4.38 1.57 -1.62
H 3.42 -4.21 -3.71
O -1.80 2.30 -1.60
O -2.74 -1.48 -1.68
C -0.94 3.26 -1.05
C 4.25 0.46 -1.17
O 3.26 4.24 1.04
H 2.70 -4.25 0.19
H -4.88 -0.57 -2.99
B 0.08 -0.23 -0.38
C -1.80 3.89 0.02
H 2.55 -4.18 2.00
H -2.82 -1.46 -3.72
H -3.72 0.01 3.38
H 0.01 0.81 3.44
H -0.04 -2.07 -3.53
O 2.81 -2.37 1.11
H 0.50 -3.06 0.02
H 1.15 -1.91 -4.79
O -4.07 0.66 -1.49
H -2.75 4.16 -0.45
In 2.11 -0.48 1.90
H -1.83 2.35 -2.57
H -0.58 -1.06 0.21
C 2.27 -3.73 1.05
H 0.23 -3.28 2.78
H -4.01 0.82 -3.56
H 1.33 -1.03 -2.09
H -2.99 -3.66 2.82
H 5.29 0.79 -1.28
H 1.94 -3.41 -2.21
O 3.70 1.74 0.78
H 1.11 -0.78 -0.67
B -0.87 0.44 2.72
H 0.37 0.69 0.37
O 2.99 -3.39 -3.98
H 3.71 4.86 0.44
H -2.42 -2.38 -1.66
C -2.96 -2.63 2.48
H 2.18 5.70 1.90
H 0.55 4.26 2.90
C -3.98 0.02 -2.81
H -1.89 0.35 3.31
H 1.15 -4.18 -3.59
H 2.31 1.26 -0.75
H -5.06 -2.18 2.29
H -1.39 4.81 0.46
H -2.84 -3.12 0.61
H -0.47 4.00 -1.70
H 3.87 0.24 -2.17
C -2.70 -0.78 -2.88
C 1.48 3.84 2.54
```

Properties
**Spin multiplicity**: 1
**Net charge**: +4
**Energy relative to the best compared isomer or geometry (same formula, charge and spin)**: 0.0 kJ/mol

Löwdin population analysis, charges in e, atoms 1 to 8:
1 H 0.1120
2 H 0.1233
3 C -0.2100
4 O -0.1482
5 C -0.2059
6 H 0.1609
7 O -0.0967
8 C -0.1936

---

[6]
The following is a quantum chemistry calculation of 11 unconnected molecules or ions with the total composition C14H50N6O11 in a non-equilibrium geometry, from the Open Molecules 2025 dataset.

```
81
Properties=species:S:1:pos:R:3
C -0.05 -5.28 2.26
H 4.12 0.90 -3.58
O -2.16 1.61 0.85
C -0.05 3.75 -0.44
H 1.41 -1.92 -1.16
O 1.00 3.19 -3.51
H -2.42 2.45 -0.63
H 1.96 2.13 0.67
C 3.34 0.43 -3.01
H 0.98 0.55 -1.17
H 4.75 1.06 -0.18
O -2.91 -1.32 0.08
H -1.32 2.06 3.52
H -2.47 -4.24 4.23
H -0.64 0.41 -1.50
C -3.15 1.87 -2.30
O -0.08 -1.57 0.08
N -3.05 -3.38 4.17
N 1.93 -1.26 1.87
H 0.35 -0.04 -2.79
C 0.30 2.70 -4.59
O -0.20 -4.64 0.99
H 0.06 1.69 -4.57
O 2.47 -3.53 1.41
H 0.90 4.06 0.00
C 2.65 2.38 1.46
H -2.84 1.64 1.51
O -3.42 0.60 -1.85
H -0.81 3.64 0.35
C 2.70 -2.29 2.02
N -3.38 2.21 -3.54
O -4.38 -1.94 2.89
H -2.08 3.63 -1.83
H 2.64 1.23 -2.87
H 2.25 3.13 2.07
C 0.41 -1.54 -1.21
H 0.76 2.88 -5.58
H 3.61 1.39 2.78
N -2.35 -2.84 2.25
C -1.02 1.09 1.49
H 4.56 -0.76 -1.70
H -3.76 -3.34 4.96
H -4.36 -2.31 -0.93
H 3.08 -0.26 -0.99
N -2.61 2.82 -1.56
H 2.21 -0.30 2.13
C -3.32 -2.71 3.10
C -0.58 1.84 2.75
H -1.13 0.09 1.91
H -0.34 -4.64 3.10
H 3.86 -1.13 3.09
H -0.61 3.21 -4.81
C 0.30 -0.11 -1.69
H -3.53 1.48 -4.24
H -2.47 -2.23 1.39
H 0.16 1.23 3.25
O -0.45 4.65 -1.42
H 0.18 2.78 -0.89
H 0.54 -4.05 0.95
H 0.33 3.38 -2.81
H -1.01 -1.63 0.07
H -2.81 -2.17 -1.72
H -3.13 -3.38 -0.30
N 3.69 -2.08 2.76
H 4.24 -2.98 2.96
H -0.73 -6.12 2.29
H -3.10 3.16 -3.85
H -0.09 -2.11 -1.93
H -1.89 -3.73 2.09
H 0.03 2.72 2.45
C 3.86 0.07 -1.64
O 2.91 1.18 2.14
H 2.94 -0.39 -3.57
C -3.27 -2.35 -0.71
H 1.02 -5.58 2.43
H -0.31 1.11 0.73
H 3.51 2.87 1.02
H -0.47 5.48 -0.93
H -2.96 -0.55 -0.52
O 4.49 1.25 -1.09
H 1.17 -1.32 1.12
```

Properties
**Spin multiplicity**: 1
**Net charge**: 0
**Energy relative to the best compared isomer or geometry (same formula, charge and spin)**: 400.1 kJ/mol

Löwdin population analysis, charges in e, atoms 1 to 8:
1 C -0.1665
2 H 0.0775
3 O -0.0709
4 C -0.1704
5 H 0.1083
6 O -0.0955
7 H 0.0550
8 H 0.0662

---

| no. | E_tot (eV) |
| --- | --- |
| 1 | -86020.81006 |
| 2 | -33688.17835 |
| 3 | -56640.84672 |
| 4 | -50096.81727 |
| 5 | -55641.26038 |
| 6 | -46788.60798 |